The following is a DFT calculation (ωB97M-V/def2-TZVPD) of 2 unconnected molecules or ions with the total composition C11H20Br2N3O5.

Element x y z (Å)
1 C 3.50586 -1.57514 -0.86570
2 C 2.96944 -0.76108 0.29763
3 Br 4.35012 -0.66854 1.68081
4 C 1.64698 -1.31656 0.84256
5 C 0.58336 -0.24936 0.89060
6 O 0.74730 0.83205 1.38451
7 O -0.60372 -0.65903 0.39035
8 C -1.36588 0.10365 -0.57096
9 C -2.64325 0.57498 0.16541
10 N -2.52248 1.20256 1.45853
11 C -1.79139 -0.90811 -1.65881
12 C -1.72078 -2.34643 -1.22132
13 N -1.17301 -3.28795 -1.86939
14 C -0.50810 1.18381 -1.25349
15 C -0.28203 2.56689 -0.64265
16 C 0.92780 3.23296 -1.27262
17 Br -1.84749 3.71712 -0.93411
18 H 2.75847 -1.59785 -1.66771
19 H 4.43932 -1.16421 -1.25142
20 H 3.68382 -2.60763 -0.55515
21 H 2.84164 0.28262 0.00901
22 H 1.76244 -1.64664 1.88086
23 H 1.30620 -2.16996 0.25545
24 H -3.23601 -0.33554 0.31894
25 H -3.22045 1.20610 -0.52015
26 H -2.13909 0.55893 2.15391
27 H -1.92751 2.02069 1.44633
28 H -2.81703 -0.66630 -1.96252
29 H -1.15312 -0.80975 -2.54582
30 H -2.18261 -2.59917 -0.26473
31 H -0.76388 -2.92634 -2.73629
32 H -0.91561 1.34833 -2.25733
33 H 0.48911 0.74321 -1.40859
34 H -0.15382 2.50235 0.43304
35 H 0.95806 3.04868 -2.35106
36 H 0.91493 4.31245 -1.12159
37 H 1.83824 2.83757 -0.81069
38 N -0.68929 -0.99547 4.04042
39 O 0.35145 -0.93059 4.71997
40 O -1.51114 -0.05215 4.04736
41 O -0.90682 -2.00111 3.32641

Atoms 1-6, force components in eV/Å:
C -0.1 -0.1 0.0
C -0.1 0.1 -0.2
Br 0.1 0.0 0.1
C 0.1 -0.1 0.4
C -0.6 0.0 0.5
O 0.4 0.1 -0.3

gap between HOMO and LUMO	7.08	eV
total charge	-1
HOMO level	-4.66	eV